Formula: C4H15NO2
Source: the OMol25 dataset
Level of theory: wB97M-V/def2-TZVPD

Structure (XYZ):
```
22
Properties=species:S:1:pos:R:3:forces:R:3:lowdin_charge:R:1
C 1.404965 -0.867951 -1.259227 -1.143 -3.306 -0.152 -0.0959
N 1.081542 -2.009022 -0.250518 2.445 2.212 -0.150 -0.0914
C 0.232384 -1.499152 0.828000 -2.068 1.119 -0.276 -0.5160
C -0.044840 -2.673185 1.733420 0.194 -0.215 -0.123 -0.0808
C 0.617271 -0.096562 1.436248 1.951 -2.020 -0.667 -0.0520
H 0.380818 -0.542846 -1.332027 0.112 1.501 -0.809 0.0600
H 2.236530 -0.217876 -1.054774 -0.231 0.768 0.777 0.0641
H 1.702237 -1.364033 -2.197940 -0.382 0.121 0.226 0.0732
H 1.996972 -2.090726 0.201594 -0.086 -0.849 0.043 0.0910
H -0.722290 -1.226396 0.318419 0.190 -0.678 0.209 0.1256
H 0.858175 -3.052303 2.217914 0.066 0.191 0.142 0.0748
H -0.805652 -2.480064 2.486491 -0.028 0.022 -0.008 0.0741
H -0.355315 -3.459282 1.042535 -0.252 -0.157 0.353 0.0753
H 1.728208 -0.169215 1.368629 -0.440 0.810 0.300 0.0753
H 0.256365 0.614033 0.701867 0.102 0.583 0.470 0.0550
H 0.373790 0.105094 2.481637 -0.436 -0.088 -0.341 0.0719
O -0.280573 2.392668 -3.107997 0.095 -0.132 0.342 -0.0597
H 0.311556 2.222403 -2.363713 0.028 0.054 -0.224 0.0261
H -1.147767 2.383250 -2.691649 -0.115 0.089 -0.101 0.0282
O -2.882354 4.616784 -0.343025 -0.698 -0.082 0.081 -0.0587
H -3.197295 5.126153 0.405185 0.535 0.430 0.477 0.0278
H -3.744737 4.288232 -0.621060 0.162 -0.374 -0.567 0.0321
```
Forces are in eV/Å.

Results
HOMO-LUMO gap	0.364	hartree
2S+1	1
energy above the lowest of the compared OMol25 structures with the same formula, charge and spin	47.3	kcal per mole
net charge	0
SMILES	CNC(C)C.O.O
HOMO level	-9.332	eV